{
  "formula": "C40H83NO4S",
  "method": "the ωB97M-V functional and the def2-TZVPD basis",
  "symbols": ["C", "C", "C", "C", "C", "C", "N", "O", "O", "H", "H", "H", "H", "H", "C", "C", "C", "C", "C", "C", "H", "H", "H", "H", "H", "H", "H", "H", "H", "H", "H", "H", "H", "H", "C", "C", "C", "C", "C", "C", "H", "H", "H", "H", "H", "H", "H", "H", "H", "H", "H", "H", "H", "H", "C", "C", "C", "C", "C", "C", "H", "H", "H", "H", "H", "H", "H", "H", "H", "H", "H", "H", "H", "H", "C", "C", "C", "C", "C", "C", "H", "H", "H", "H", "H", "H", "H", "H", "H", "H", "H", "H", "H", "H", "C", "C", "C", "C", "C", "C", "H", "H", "H", "H", "H", "H", "H", "H", "H", "H", "H", "H", "H", "H", "C", "C", "C", "S", "O", "O", "C", "H", "H", "H", "H", "H", "H", "H", "H"],
  "positions_angstrom": [[-3.679, -14.367, -42.129], [-4.010, -15.654, -42.525], [-5.351, -16.090, -42.454], [-6.344, -15.199, -41.995], [-6.011, -13.874, -41.658], [-4.661, -13.508, -41.703], [-7.777, -15.634, -42.115], [-8.004, -16.769, -42.433], [-8.681, -14.863, -41.818], [-2.714, -13.883, -42.168], [-3.216, -16.318, -42.834], [-5.517, -17.115, -42.752], [-6.695, -13.103, -41.335], [-4.354, -12.493, -41.495], [-1.445, -7.239, -42.924], [-1.937, -7.970, -41.743], [-3.134, -7.464, -40.945], [-4.417, -8.425, -41.217], [-5.730, -7.943, -40.477], [-6.171, -6.655, -41.169], [-1.179, -6.207, -42.695], [-2.078, -7.125, -43.803], [-0.475, -7.639, -43.220], [-1.979, -9.047, -41.909], [-1.058, -8.117, -41.115], [-3.377, -6.446, -41.250], [-2.943, -7.483, -39.872], [-4.521, -8.621, -42.284], [-4.156, -9.427, -40.876], [-6.452, -8.759, -40.509], [-5.596, -7.850, -39.399], [-7.106, -6.218, -40.816], [-5.411, -5.892, -41.005], [-6.303, -6.687, -42.251], [-5.430, -5.559, -31.758], [-6.130, -4.493, -32.592], [-5.978, -4.791, -34.064], [-6.906, -5.937, -34.584], [-6.709, -6.218, -36.118], [-7.897, -6.945, -36.691], [-5.476, -5.451, -30.675], [-4.385, -5.726, -32.017], [-5.901, -6.531, -31.907], [-7.196, -4.498, -32.369], [-5.781, -3.514, -32.262], [-4.955, -5.021, -34.360], [-6.172, -3.919, -34.689], [-6.764, -6.828, -33.972], [-7.945, -5.763, -34.304], [-6.648, -5.263, -36.639], [-5.929, -6.967, -36.257], [-7.917, -7.951, -36.271], [-8.794, -6.481, -36.282], [-7.971, -7.060, -37.773], [-9.937, -11.791, -34.440], [-11.188, -11.004, -34.829], [-11.119, -10.105, -36.090], [-12.399, -9.457, -36.439], [-12.326, -8.555, -37.720], [-13.583, -7.745, -37.992], [-9.973, -12.252, -33.453], [-8.996, -11.243, -34.490], [-9.843, -12.630, -35.129], [-12.030, -11.690, -34.926], [-11.432, -10.311, -34.024], [-10.803, -10.722, -36.931], [-10.354, -9.342, -35.946], [-13.098, -10.289, -36.525], [-12.798, -8.859, -35.619], [-11.446, -7.912, -37.703], [-12.137, -9.175, -38.596], [-14.428, -8.409, -38.176], [-13.830, -7.113, -37.140], [-13.595, -7.143, -38.900], [-6.741, -9.721, -32.158], [-6.132, -11.128, -32.515], [-4.789, -11.494, -31.851], [-4.772, -11.567, -30.314], [-3.407, -11.929, -29.808], [-3.412, -11.933, -28.239], [-7.802, -9.623, -32.385], [-6.328, -8.978, -32.840], [-6.494, -9.389, -31.149], [-6.858, -11.906, -32.282], [-6.035, -11.307, -33.585], [-4.241, -10.620, -32.203], [-4.316, -12.382, -32.269], [-5.173, -10.628, -29.932], [-5.438, -12.346, -29.941], [-3.122, -12.930, -30.132], [-2.565, -11.340, -30.169], [-3.335, -10.958, -27.757], [-4.259, -12.542, -27.922], [-2.583, -12.560, -27.913], [-5.200, -11.058, -36.525], [-5.379, -12.151, -37.594], [-6.746, -12.251, -38.268], [-7.384, -10.927, -38.628], [-8.657, -10.986, -39.491], [-9.147, -9.700, -40.072], [-5.131, -10.055, -36.947], [-4.293, -11.224, -35.944], [-5.986, -11.037, -35.770], [-4.588, -11.969, -38.321], [-5.086, -13.100, -37.144], [-7.427, -12.850, -37.662], [-6.709, -12.895, -39.146], [-7.451, -10.178, -37.840], [-6.674, -10.477, -39.322], [-8.663, -11.685, -40.327], [-9.440, -11.256, -38.782], [-8.554, -9.279, -40.884], [-10.062, -9.965, -40.603], [-9.346, -8.932, -39.325], [-4.465, -16.203, -38.833], [-2.974, -15.870, -38.642], [-2.474, -16.730, -37.403], [-3.415, -18.400, -37.534], [-4.118, -18.686, -36.291], [-2.608, -19.406, -38.184], [-4.632, -17.728, -38.831], [-4.880, -15.830, -39.770], [-5.024, -15.726, -38.028], [-2.858, -14.807, -38.433], [-2.373, -16.087, -39.525], [-2.868, -16.365, -36.455], [-1.413, -16.931, -37.254], [-5.627, -18.125, -38.634], [-4.275, -18.245, -39.722]],
  "forces_ev_per_a": [[0.66, 0.52, 0.01], [-1.09, -0.37, 0.39], [2.13, 0.18, -0.09], [-3.34, -1.00, -0.78], [1.33, 0.70, 0.34], [-1.65, 0.17, -0.04], [4.70, 2.60, 0.96], [-0.27, -4.15, -1.28], [-1.48, 2.38, 0.82], [0.53, -0.69, -0.23], [-0.10, -0.27, -0.19], [-0.64, 0.12, 0.08], [-0.51, -0.42, -0.16], [-0.23, 0.24, 0.26], [0.80, 1.33, -1.15], [0.75, -1.45, 1.50], [-1.62, -1.50, -0.90], [0.84, 0.77, 1.59], [0.87, -0.64, -1.74], [-0.36, 0.67, 0.48], [-0.16, 0.25, 0.42], [-0.28, -0.54, 0.03], [-0.13, -0.33, -0.36], [-1.03, -0.21, -0.78], [0.22, 0.94, 0.70], [0.04, 0.05, 0.10], [0.02, 0.10, -0.01], [-0.45, 0.66, -0.19], [0.19, -0.04, 0.48], [-0.22, 0.21, -0.53], [0.48, 0.50, 0.02], [-0.11, -0.16, 0.36], [0.00, 0.10, 0.07], [0.19, -0.65, -0.07], [-0.19, -0.96, 0.38], [0.14, -0.35, 0.65], [-0.48, -0.25, -1.30], [0.72, 0.10, -0.02], [-0.87, -0.36, 1.07], [-1.16, -0.56, 0.80], [-0.04, 0.55, 0.03], [0.09, 0.36, -0.16], [-0.10, -0.12, -0.23], [-0.15, -0.02, 0.16], [0.20, 0.16, -0.45], [0.27, -0.29, 0.37], [-0.38, 0.29, 0.12], [0.64, -0.38, -0.26], [-0.31, 0.74, -0.52], [0.84, -0.08, -0.05], [0.93, 0.95, -0.10], [-0.03, -0.27, -0.07], [-0.37, 0.11, -0.46], [0.24, 0.31, 0.00], [0.07, -0.50, -0.67], [0.02, 0.99, 0.20], [1.53, -0.94, 0.55], [-1.02, 0.79, -0.78], [-0.03, -0.73, -0.06], [-0.55, -0.23, 0.11], [-0.32, 0.22, 0.14], [-0.10, 0.33, -0.08], [0.22, -0.07, -0.14], [-0.08, -0.07, 0.00], [-0.21, -0.06, 0.32], [0.18, -0.03, -0.20], [0.30, 0.01, 0.05], [-0.53, 0.18, -0.54], [0.13, 0.20, 0.24], [0.06, 0.17, 0.46], [0.00, -0.33, -0.01], [-0.13, -0.23, 0.36], [-0.08, 0.12, -0.03], [0.63, 0.20, 0.06], [0.96, -0.48, -1.09], [-1.14, -0.95, 0.52], [-0.69, 1.31, -0.10], [-0.18, 0.10, -1.37], [0.61, 0.13, 1.85], [0.66, -1.20, -1.07], [-0.14, -0.48, 0.46], [0.46, 0.14, 0.04], [-0.28, -0.17, 0.04], [-0.32, -0.03, 0.46], [0.17, 0.66, -0.16], [1.09, -0.09, 0.42], [-0.25, -0.05, -0.20], [0.32, 0.10, 0.32], [-0.31, -0.10, -0.20], [-0.35, -0.25, -0.06], [-0.28, 0.57, -0.13], [-0.33, -0.08, -0.13], [-0.41, 0.55, 0.24], [0.39, 0.31, 0.19], [-0.17, -0.11, 0.23], [0.50, 0.36, 0.27], [-0.65, -0.59, 0.57], [0.80, 0.49, -2.24], [-0.27, -0.30, 1.46], [-0.39, 0.62, -0.79], [-0.07, 0.02, -0.13], [0.23, -0.05, -0.17], [-0.34, -0.09, -0.14], [-0.08, 0.04, -0.41], [-0.28, -0.22, 0.02], [-0.15, 0.15, 0.63], [0.40, 0.26, -0.30], [-0.37, -0.29, 0.39], [0.55, 0.31, -0.02], [0.50, -0.54, 0.42], [-0.36, -0.64, -0.19], [0.53, 0.06, 0.23], [-0.44, 0.31, 0.24], [-0.05, 0.10, -0.02], [0.13, -0.59, -0.27], [0.37, -0.84, 1.08], [-1.30, -0.77, -0.35], [-1.11, 2.07, -1.16], [0.71, 0.10, -0.45], [0.19, -0.05, 0.41], [0.93, -0.65, 1.02], [0.22, 0.22, -0.06], [-0.16, -0.22, 0.13], [0.06, -0.02, 0.07], [-0.13, -0.16, -0.04], [-0.07, 0.29, -0.08], [-0.05, 0.00, -0.49], [0.05, 0.25, 0.32], [0.10, 0.45, -0.24]],
  "charge": -1,
  "max_force_ev_per_a": 5.458,
  "s2": 0.77,
  "orbital_gap_ev": [3.4, 7.6],
  "e_tot_ev": -63337.79040,
  "lumo_energy_ev": [2.025, 2.024],
  "multiplicity": 2,
  "homo_ev": [-1.418, -5.530]
}